Entry 1:
The molecule C2H4N4S2, computed with ωB97M-V/def2-TZVPD.

XYZ file:
```
12
Properties=species:S:1:pos:R:3:mulliken_charge:R:1
N -1.59997 1.28874 -0.16141 -0.676
N -0.64830 0.31234 0.12903 0.487
N 0.71106 0.60487 -0.18351 -0.371
C 1.27798 -0.69166 -0.10883 0.608
S 2.87056 -1.07724 -0.00868 -0.271
N 0.36734 -1.59422 -0.22704 -0.486
C -0.84733 -1.00267 -0.05076 0.037
S -2.34205 -1.79699 0.01425 -0.329
H -2.17284 0.88156 -0.85837 0.260
H -2.13378 1.54006 0.68958 0.275
H 1.06993 1.15114 0.58278 0.302
H 3.44740 0.38407 0.18296 0.164
```

The value obtained for the frontier orbital gap is 7.946 eV. As for the charge: 0. The value obtained for the HOMO energy is -8.300 eV. The calculation puts the electronic energy at -29767.1435 eV. As for the relative energy (zero: lowest compared OMol25 entry of this formula, charge and spin): 2.186 eV.

Entry 2:
A cluster of 7 separate species, C4H21NO8 in total, computed with ωB97M-V/def2-TZVPD.

XYZ file:
```
34
Properties=species:S:1:pos:R:3:mulliken_charge:R:1
C -1.70372 -1.74690 0.84243 -1.107
C -1.54309 -1.27992 -0.60460 0.392
C -2.35981 -0.04244 -0.86083 -1.451
N -0.07368 -1.17265 -0.78513 -0.057
C 0.80336 -0.24716 -0.35046 0.362
O 0.53558 0.78427 0.24847 -0.497
O 2.09869 -0.46067 -0.70208 -0.481
H -1.23261 -0.95489 1.43973 0.088
H -1.41105 -2.77870 1.04891 0.330
H -2.73472 -1.50852 1.15531 0.401
H -1.78677 -1.98896 -1.46118 0.338
H -2.67032 0.51831 0.02621 0.262
H -3.32615 -0.28390 -1.35606 0.396
H -1.85624 0.64072 -1.53158 0.350
H 0.32532 -2.03321 -1.16334 0.304
H 2.64753 0.29543 -0.43682 0.308
O 2.19787 -3.63534 -0.64346 -0.623
H 2.00837 -2.83509 -0.13917 0.350
H 2.70325 -3.32799 -1.40645 0.324
O -2.57259 2.87552 0.70399 -0.635
H -1.77104 2.37314 0.88803 0.372
H -2.49090 3.47512 1.46572 0.335
O 1.37915 -1.95557 -3.81051 -0.647
H 2.26940 -1.76802 -4.12517 0.305
H 1.41449 -1.67943 -2.88424 0.329
O -0.12670 0.73208 3.56353 -0.647
H 0.07600 1.04034 2.67864 0.353
H -0.18865 -0.22538 3.52775 0.320
O 0.26643 3.40349 1.72461 -0.598
H 0.12352 2.52280 1.35430 0.156
H 0.95024 3.30801 2.39519 0.335
O 2.92717 2.66008 0.02169 -0.662
H 1.96703 2.52497 0.08296 0.376
H 3.15461 2.77043 -0.90640 0.316
```

The value obtained for the frontier orbital gap is 10.884 eV. As for the charge: 0. The value obtained for the HOMO energy is -10.822 eV. The calculation puts the electronic energy at -22359.4503 eV. As for the relative energy (zero: lowest compared OMol25 entry of this formula, charge and spin): 0.323 eV.

Entry 3:
A structure of composition C12H23N4RuS, computed with ωB97M-V/def2-TZVPD.

XYZ file:
```
41
Properties=species:S:1:pos:R:3:mulliken_charge:R:1
Ru 0.55395 -0.35342 -0.40326 0.456
N 2.26742 -1.38472 -0.82837 -0.277
C 3.17403 -1.42028 0.36534 -0.784
C 3.15141 -0.04720 0.98354 -0.502
N 1.72190 0.30040 1.23098 0.375
C 1.19751 -0.34952 2.48256 -0.833
C -0.21090 -0.84965 2.24893 -0.556
N -0.15644 -1.73549 1.04316 -0.436
C 1.46833 1.77300 1.24590 -0.478
C 1.75041 2.38922 -0.11546 -0.903
N 1.18581 1.51866 -1.21264 -0.393
H 2.09196 -2.33629 -1.15101 0.330
H 2.74501 -0.91323 -1.59564 0.286
H 4.18967 -1.70407 0.08718 0.487
H 2.80908 -2.19111 1.04235 0.308
H 3.57352 0.67474 0.28619 0.320
H 3.74740 0.00523 1.89680 0.398
H 1.24257 0.34325 3.32372 0.392
H 1.84561 -1.19083 2.72856 0.389
H -0.90346 -0.03192 2.03217 0.333
H -0.59120 -1.36945 3.12848 0.519
H -1.07090 -2.14161 0.85554 0.333
H 0.45632 -2.52492 1.24096 0.215
H 2.07943 2.26150 2.00957 0.408
H 0.42239 1.91746 1.52913 0.395
H 2.81596 2.51474 -0.28816 0.449
H 1.31325 3.38492 -0.15419 0.443
H 1.88141 1.42278 -1.94974 0.267
H 0.40682 1.99097 -1.66406 0.301
S -0.89911 -1.01254 -2.06913 0.038
C -2.48865 -0.40620 -1.81175 0.775
C -3.54394 -1.36111 -1.64688 -0.312
C -4.82653 -0.92868 -1.47394 -0.651
C -5.10955 0.45465 -1.52043 -0.248
C -4.07960 1.41068 -1.70964 -0.700
C -2.79283 0.99100 -1.86883 -0.277
H -3.31423 -2.41916 -1.67961 0.472
H -5.63284 -1.63731 -1.33757 0.440
H -6.13712 0.79082 -1.44581 0.443
H -4.32772 2.46303 -1.74866 0.433
H -2.00618 1.70165 -2.08627 0.344
```

The value obtained for the frontier orbital gap (alpha / beta) is 5.462 / 5.439 eV. As for the charge: +3. The value obtained for the HOMO energy (alpha / beta) is -18.944 / -18.920 eV. The calculation puts the electronic energy at -32166.7042 eV. As for the relative energy (zero: lowest compared OMol25 entry of this formula, charge and spin): 0.178 eV.